No. 1
{"formula": "C3H3KO3", "method": "ωB97M-V/def2-TZVPD", "species": ["O", "C", "O", "K", "O", "C", "H", "H", "C", "H"], "coordinates": [[0.697987, -0.312117, -0.660522], [-0.595015, -0.503752, -0.328584], [-1.241698, -1.422136, -0.775786], [-1.691798, -3.666542, -2.727715], [-1.019298, 0.364812, 0.544720], [-0.027321, 1.219626, 1.061044], [0.660281, 0.735598, 1.760727], [-0.362341, 2.258822, 1.066358], [1.255245, 0.758882, -0.046410], [2.323958, 0.566807, 0.106172]], "atomic_forces_ev_per_a": [[-0.5183, -0.7698, -0.5641], [0.3040, -1.2350, -0.6941], [0.0719, 0.2894, -0.1592], [0.0611, 0.3607, 0.3201], [-0.8786, 0.4033, 0.9376], [4.2482, -1.3724, -2.9952], [-1.5744, 0.5786, 1.6943], [0.4093, -0.4325, 0.3254], [-1.6589, 1.5596, 0.6549], [-0.4642, 0.6180, 0.4802]], "lowdin_charge": [0.0519, -0.5782, 0.0654, 0.9774, 0.0842, -0.0048, 0.1217, 0.1354, 0.0324, 0.1147], "relative_energy_ev": 1.2850, "total_charge": 1, "homo_lumo_gap_ha": [0.26629, 0.38264], "largest_force_ev_per_a": 5.38, "multiplicity": 2, "total_energy_ev": -25619.171, "lumo_energy_ev": [-3.929, -3.929]}

=====

No. 2
{"formula": "C3H3LiO2Ru", "method": "ωB97M-V/def2-TZVPD", "species": ["C", "C", "H", "H", "H", "O", "C", "O", "Li", "Ru"], "coordinates": [[-1.127440, -0.244111, 0.115224], [-0.561059, 0.766267, 0.791459], [-0.834274, 1.793499, 0.553520], [-1.741138, 0.007655, -0.761293], [0.230651, 0.604980, 1.526041], [-0.870053, -1.551443, 0.284508], [0.746393, -2.816579, -1.230150], [1.602988, -3.153498, -0.530286], [-1.582878, -2.907651, -1.055620], [-0.826085, -2.522023, 2.314131]], "atomic_forces_ev_per_a": [[0.3850, 1.5483, -0.3223], [-0.0722, -0.4227, -0.1600], [0.0976, -0.3383, 0.0557], [-0.1712, -0.1915, 0.4409], [-0.3301, -0.0081, -0.0323], [-0.5176, -1.8439, 1.0069], [3.0214, -1.6542, 2.3523], [-2.8342, 1.3580, -2.5510], [0.4099, 0.7033, 0.2307], [0.0112, 0.8492, -1.0209]], "lowdin_charge": [-0.4127, 0.0162, 0.0662, 0.1073, 0.0567, -0.6252, 0.0211, 0.0585, 0.7340, 0.9777], "relative_energy_ev": 0.0000, "total_charge": 1, "homo_lumo_gap_ha": [0.27068, 0.23726], "largest_force_ev_per_a": 4.17, "multiplicity": 6, "total_energy_ev": -10030.111, "lumo_energy_ev": [-4.469, -6.102]}

=====

No. 3
{"formula": "C3H3LiO2Sm", "method": "ωB97M-V/def2-TZVPD", "species": ["O", "Li", "C", "C", "O", "C", "H", "H", "H", "Sm"], "coordinates": [[2.101746, 0.218118, -0.249877], [3.205767, 1.391536, -1.104209], [-0.767032, -0.893435, 1.212209], [-0.396651, 0.317919, 0.599414], [-1.831187, -1.142643, 0.335455], [-1.520250, 0.078247, -0.384767], [-0.097438, 1.251188, 1.083472], [-1.223370, -0.144014, -1.420790], [-2.364749, 0.781899, -0.368300], [2.893163, -1.858815, 0.297394]], "atomic_forces_ev_per_a": [[1.6659, -3.1217, 0.5601], [-0.6784, 0.1457, 0.1617], [-2.3503, 0.9034, -3.4847], [0.3236, 0.9814, 1.2682], [1.3718, -1.3726, 2.0544], [0.5916, 0.1476, -0.3517], [0.4936, -0.5168, -0.4501], [-0.0490, -0.0135, 0.4369], [0.3117, -0.1540, 0.3111], [-1.6806, 3.0006, -0.5058]], "lowdin_charge": [-0.9540, 0.7879, 0.1580, -0.0141, -0.0081, -0.0970, 0.1248, 0.1493, 0.1617, 1.6914], "relative_energy_ev": 7.8686, "total_charge": 2, "homo_lumo_gap_ha": [0.28564, 0.17708], "largest_force_ev_per_a": 4.30, "multiplicity": 7, "total_energy_ev": -25338.853, "lumo_energy_ev": [-9.066, -10.164]}

=====

No. 4
{"formula": "C3H3LiO3Y", "method": "ωB97M-V/def2-TZVPD", "species": ["O", "C", "C", "O", "O", "C", "Li", "H", "H", "H", "Y"], "coordinates": [[-0.800934, -0.411607, 1.739204], [-0.407076, -0.353965, 0.519706], [-0.501651, -2.086762, 2.249084], [-0.802553, 0.466611, -0.299179], [0.169054, -1.501392, 0.097704], [0.064865, -2.527589, 0.973024], [-1.563750, 1.145377, 2.725911], [-1.462556, -2.536796, 2.521884], [0.199442, -1.929300, 3.075132], [-0.086747, -3.503145, 0.515024], [-0.349968, 1.955452, -2.025828]], "atomic_forces_ev_per_a": [[0.5896, -2.1207, 1.2590], [-1.7739, -0.6214, 0.1496], [0.4725, 1.9345, -0.4046], [1.4984, 1.1984, -0.7243], [0.7297, -2.8005, 0.6978], [-1.8083, 2.8413, -1.8026], [-0.4633, 0.4384, 0.9057], [-0.2319, 0.0411, 0.0610], [0.0552, -0.1501, 0.2532], [1.1564, -0.7059, 0.0019], [-0.2244, -0.0550, -0.3968]], "lowdin_charge": [0.0519, -0.5369, 0.2812, -0.0107, 0.2421, 0.2837, 0.9400, 0.1965, 0.1940, 0.2250, 2.1331], "relative_energy_ev": 0.0000, "total_charge": 4, "homo_lumo_gap_ha": [0.13850, 0.42488], "largest_force_ev_per_a": 3.82, "multiplicity": 2, "total_energy_ev": -10497.001, "lumo_energy_ev": [-19.313, -18.289]}

=====

No. 5
{"formula": "C3H3LiO4Sr", "method": "ωB97M-V/def2-TZVPD", "species": ["C", "C", "O", "C", "O", "O", "O", "H", "H", "H", "Sr", "Li"], "coordinates": [[0.817532, 0.801386, 1.314942], [0.961991, 0.431671, -0.133228], [0.187520, -0.691752, -0.531589], [-1.185556, -0.553144, -0.795687], [-2.060279, -0.046829, -0.115627], [-1.399470, -0.969792, -1.955130], [-0.041838, 0.368211, 2.050764], [1.626732, 1.453560, 1.696695], [2.014734, 0.191304, -0.327507], [0.728400, 1.335616, -0.720358], [0.299116, -2.615079, -2.226827], [-1.948882, 0.294847, 1.743551]], "atomic_forces_ev_per_a": [[0.4739, -0.3726, 0.6253], [0.1558, 0.5634, 0.2267], [0.4991, -0.2838, 0.9220], [-1.9035, 1.1549, -1.9946], [1.3956, 0.1916, 1.8625], [0.6393, -1.9354, -0.9930], [-0.0518, 0.3468, -0.4152], [-0.3042, 0.0582, -0.0242], [-0.1947, 0.0385, 0.0946], [-0.0565, -0.2524, -0.0560], [-0.5487, 0.5136, -0.2075], [-0.1043, -0.0227, -0.0406]], "lowdin_charge": [-0.1449, -0.0997, -0.1748, -0.7542, 0.0470, -0.1404, 0.0154, 0.1638, 0.1534, 0.1732, 1.9258, 0.8354], "total_charge": 2, "homo_lumo_gap_ha": 0.33349, "largest_force_ev_per_a": 2.99, "total_energy_ev": -12376.918, "lumo_energy_ev": -8.739}

=====

No. 6
{"formula": "C3H3MgNaO2", "method": "ωB97M-V/def2-TZVPD", "species": ["C", "C", "H", "H", "H", "O", "C", "O", "Na", "Mg"], "coordinates": [[0.986054, -2.077088, -0.637871], [1.192498, -3.267356, -0.058771], [1.128823, -4.172439, -0.659287], [0.854794, -2.117397, -1.726900], [1.248713, -3.345320, 1.028994], [0.124955, -0.957289, 0.555717], [0.701275, 0.173985, 0.349251], [1.882293, -0.335486, -0.723970], [0.466173, 1.996672, -1.869121], [3.814445, -1.070312, -1.080898]], "atomic_forces_ev_per_a": [[0.1916, -1.3865, -0.4466], [-0.5502, 1.3843, 0.8462], [0.2132, 0.2975, 0.0206], [-0.3854, 0.8960, 0.5842], [0.2782, -0.1877, -0.3664], [1.8049, 2.7418, -1.3838], [1.3386, -4.2003, -2.3460], [-3.5153, 0.9263, 2.6013], [0.5213, -0.7516, 0.5774], [0.1031, 0.2802, -0.0869]], "lowdin_charge": [-0.1791, -0.0560, 0.0596, 0.0858, 0.0622, -0.1391, -0.1012, -0.7003, 0.6028, 0.3652], "relative_energy_ev": 5.3935, "homo_lumo_gap_ha": [0.11316, 0.11315], "largest_force_ev_per_a": 4.99, "total_energy_ev": -17109.075, "lumo_energy_ev": [-1.725, -1.727]}

=====

No. 7
{"formula": "C3H3MgO3", "method": "ωB97M-V/def2-TZVPD", "species": ["C", "C", "O", "H", "H", "H", "O", "C", "Mg", "O"], "coordinates": [[2.225432, -0.744728, 0.127280], [2.413340, -0.301621, -1.097947], [2.552175, -1.271342, 1.177401], [2.332216, -1.014680, -1.925567], [2.857178, 0.690607, -1.234878], [1.825367, -1.495110, 1.802534], [-0.009732, 0.536455, -1.294821], [-0.485881, 0.228916, -0.269248], [-2.803577, -0.240637, 1.801966], [-1.317984, 0.197778, 0.561597]], "atomic_forces_ev_per_a": [[1.3346, 0.6503, -2.8252], [1.0909, -1.0391, 2.1294], [-0.2785, -0.6681, 0.8313], [-0.2518, 0.1626, -0.0212], [-0.5121, 0.1522, -0.1234], [0.4641, 0.1112, 0.2335], [-1.0522, -1.5495, 3.7176], [0.1900, 3.1555, -6.3832], [-0.1545, 0.2884, -0.2156], [-0.8305, -1.2635, 2.6566]], "lowdin_charge": [-0.0385, 0.2163, 0.3330, 0.1640, 0.1648, 0.2066, 0.3436, -0.2546, 1.7463, 0.1185], "relative_energy_ev": 0.0000, "total_charge": 3, "homo_lumo_gap_ha": 0.23806, "largest_force_ev_per_a": 7.12, "total_energy_ev": -14709.543, "lumo_energy_ev": -16.497}

=====

No. 8
{"formula": "C3H3MgO3Rb", "method": "ωB97M-V/def2-TZVPD", "species": ["O", "Rb", "C", "C", "O", "C", "H", "H", "H", "Mg", "O"], "coordinates": [[-1.270763, -0.484198, 0.087613], [2.658084, -0.066807, -1.177692], [-2.506847, -0.025879, -0.292621], [-0.543137, 0.758840, 0.451378], [-2.378408, 1.125518, -0.875885], [-1.257692, 1.863077, -0.266042], [-0.737736, 2.377264, -1.080705], [-1.621718, 2.665096, 0.384881], [0.145815, 1.056460, 2.313013], [-1.613717, -0.969101, 2.137560], [-0.688430, 0.805939, 1.897539]], "atomic_forces_ev_per_a": [[0.0374, 1.4205, 1.9900], [0.0302, 0.0891, -0.0999], [-1.6982, -0.2171, -2.1653], [3.6261, 0.5293, -1.2430], [-1.1225, -0.8855, 1.5944], [0.4476, -0.2484, -0.0184], [0.1375, -0.5708, 0.1122], [-0.2824, -0.3046, 0.1106], [-0.0763, 0.0773, -0.1412], [-0.1431, 0.8100, -1.1447], [-0.9562, -0.6998, 1.0052]], "lowdin_charge": [-0.1638, 0.9089, -0.0536, -0.3532, 0.0257, -0.0746, 0.1367, 0.1477, 0.1263, 1.4055, -0.1056], "relative_energy_ev": 2.2120, "total_charge": 2, "homo_lumo_gap_ha": [0.18875, 0.18876], "largest_force_ev_per_a": 3.87, "total_energy_ev": -15382.217, "lumo_energy_ev": [-9.986, -9.987]}

=====

No. 9
{"formula": "C3H3N2", "method": "ωB97M-V/def2-TZVPD", "species": ["C", "C", "C", "N", "N", "H", "H", "H"], "coordinates": [[2.806570, -0.006216, 0.004328], [-0.493326, 0.810707, 0.031131], [1.550866, -0.528805, 0.000018], [3.910466, 0.352669, -0.006397], [0.507935, 0.130740, 0.083589], [-1.138763, 0.785450, 0.911549], [-0.854026, 1.318515, -0.794241], [1.645978, -1.969876, -0.239045]], "atomic_forces_ev_per_a": [[3.7800, 1.5935, 0.6275], [-2.4775, -0.0294, 2.4874], [-0.7420, -5.7122, -1.2710], [-1.2826, -0.3806, -0.0530], [1.8288, -1.3893, -0.6039], [0.1718, 0.5223, 0.1930], [-0.3478, 0.8255, -2.0792], [-0.9307, 4.5703, 0.6992]], "lowdin_charge": [-0.1644, 0.2085, -0.0411, 0.2830, 0.1145, 0.1531, 0.1217, 0.3248], "relative_energy_ev": 1.6018, "total_charge": 1, "homo_lumo_gap_ha": 0.38390, "largest_force_ev_per_a": 5.90, "total_energy_ev": -6127.977, "lumo_energy_ev": -6.831}

=====

No. 10
{"formula": "C3H3N2O", "method": "ωB97M-V/def2-TZVPD", "species": ["C", "C", "C", "N", "N", "O", "H", "H", "H"], "coordinates": [[3.437880, -1.776095, -0.490966], [1.424659, -0.714427, 1.153756], [-0.288010, 0.415427, -0.155570], [2.400247, -1.319211, 0.201175], [0.207624, -0.568201, 0.589310], [4.156940, -2.133173, -1.271707], [-1.352379, 0.192604, -0.204130], [0.056684, 1.303334, -0.624656], [-0.402836, -1.195007, 1.102103]], "atomic_forces_ev_per_a": [[-7.3557, 3.4989, 5.0534], [7.4182, -2.5486, -1.9196], [-2.1407, -3.8022, 1.9802], [0.4707, 0.1144, -0.5366], [-0.7428, 2.6786, -2.6620], [1.9645, -0.9161, -1.2325], [-0.0651, 0.8458, -0.4090], [1.4069, 0.2817, -0.0536], [-0.9560, -0.1526, -0.2205]], "lowdin_charge": [-0.1742, 0.0938, 0.2373, 0.1332, -0.0241, 0.3144, 0.1219, 0.1225, 0.1752], "relative_energy_ev": 4.7082, "total_charge": 1, "homo_lumo_gap_ha": [0.29350, 0.29348], "largest_force_ev_per_a": 9.59, "total_energy_ev": -8174.201, "lumo_energy_ev": [-6.555, -6.555]}